Entry 1:
Molecular formula: C5H8N2
Method: DFT, the ωB97M-V functional and the def2-TZVPD basis

The orbital gap (spin up / spin down) comes out at 7.68 / 7.92 eV. As for the multiplicity: 1. For the energy above the lowest of the compared OMol25 structures with the same formula, charge and spin, the calculation gives 509.7 kJ/mol. For the lowest unoccupied orbital energy (spin up / spin down), the calculation gives -1.11 / -1.13 eV. As for the net charge: 0. For the HOMO energy (spin up / spin down), the calculation gives -8.8 / -9.1 eV. The calculation puts the molecular weight at 96.1 g/mol. The energy comes out at -8289.7137 eV.

Last column: Mulliken charge in e.
Element x y z (Å)
1 H 1.29451 -0.67204 1.59643  0.24
2 N 3.04525 -0.70781 -0.72625  -0.47
3 H -0.54593 -2.00505 0.32970  0.38
4 H 0.55417 0.62506 -1.81074  0.30
5 H -1.60214 1.47441 -0.67712  0.39
6 H -1.47333 -0.95572 1.42333  0.36
7 H -1.33308 1.62902 1.06582  0.38
8 H -0.12018 2.26612 -0.05743  0.42
9 C 1.94903 -0.26805 -0.68335  0.34
10 C 1.18235 0.17706 0.89768  -0.54
11 H -1.91752 -1.06273 -0.29152  0.34
12 C -0.83492 1.45507 0.10728  -1.59
13 C -0.12215 0.10701 0.11752  1.35
14 N 0.62176 -0.14203 -1.14243  -0.41
15 C -1.07313 -1.04916 0.40697  -1.51

Entry 2:
Molecular formula: C5H8N2
Method: DFT, the ωB97M-V functional and the def2-TZVPD basis

The orbital gap comes out at 8.12 eV. As for the multiplicity: 1. For the energy above the lowest of the compared OMol25 structures with the same formula, charge and spin, the calculation gives 1128.3 kJ/mol. For the lowest unoccupied orbital energy, the calculation gives 0.17 eV. As for the net charge: 0. For the HOMO energy, the calculation gives -7.9 eV. The calculation puts the molecular weight at 96.1 g/mol. The energy comes out at -8283.3027 eV.

Last column: Mulliken charge in e.
Element x y z (Å)
1 H -3.93812 1.22559 -0.68580  0.29
2 H 2.42324 -1.42483 -0.05766  0.32
3 H 1.02173 1.87510 -1.12755  0.22
4 H -1.16949 0.98724 0.18356  0.25
5 C 2.13015 -0.32091 -0.10046  -0.66
6 C -1.15912 -1.40065 -0.03204  -0.10
7 C 0.39480 1.19298 0.14665  -0.68
8 H 1.00475 1.32386 1.47646  0.25
9 C -3.17681 0.31659 -0.10913  -0.32
10 H 2.52551 0.43293 0.86626  0.14
11 H -1.53714 -2.38438 0.36419  0.25
12 C -2.15724 -0.36958 0.16352  -0.03
13 N 0.74328 -0.23491 -0.16236  0.62
14 N 0.15591 -1.29318 -0.03051  -0.75
15 H 2.73855 0.07414 -0.89512  0.23

Entry 3:
Molecular formula: C5H8N2
Method: DFT, the ωB97M-V functional and the def2-TZVPD basis

The orbital gap comes out at 11.25 eV. As for the multiplicity: 1. For the energy above the lowest of the compared OMol25 structures with the same formula, charge and spin, the calculation gives 167.5 kJ/mol. For the lowest unoccupied orbital energy, the calculation gives 0.90 eV. As for the net charge: 0. The SMILES is N#C[C@H](N)C1CC1. For the HOMO energy, the calculation gives -10.4 eV. The calculation puts the molecular weight at 96.1 g/mol. The energy comes out at -8293.2599 eV.

Last column: Mulliken charge in e.
Element x y z (Å)
1 C 0.45644 0.04546 1.66378  -0.61
2 C -0.54832 0.49756 -0.61042  0.02
3 H -1.22642 1.56041 -2.14736  0.28
4 H -0.12376 0.49220 -2.66261  0.27
5 H 0.91226 0.66951 2.43606  0.28
6 N -2.23951 -1.53169 -0.85208  -0.46
7 N -0.33324 1.14128 -1.90480  -0.67
8 C 1.12957 -1.10302 0.96035  -0.57
9 H 0.61837 -2.06035 0.83210  0.25
10 H 1.55849 0.75745 -0.09726  0.44
11 H -0.98461 1.29584 0.01080  0.25
12 H 2.21008 -1.20167 1.11383  0.23
13 C 0.71757 0.15731 0.20989  -0.16
14 H -0.61052 -0.09747 1.76591  0.29
15 C -1.53642 -0.62281 -0.71820  0.16

Entry 4:
Molecular formula: C5H8N2
Method: DFT, the ωB97M-V functional and the def2-TZVPD basis

The orbital gap comes out at 9.51 eV. As for the multiplicity: 1. For the energy above the lowest of the compared OMol25 structures with the same formula, charge and spin, the calculation gives 272.1 kJ/mol. For the lowest unoccupied orbital energy, the calculation gives 0.94 eV. As for the net charge: 0. The SMILES is Cc1ccn(C)n1. For the HOMO energy, the calculation gives -8.6 eV. The calculation puts the molecular weight at 96.1 g/mol. The energy comes out at -8292.1762 eV.

Last column: Mulliken charge in e.
Element x y z (Å)
1 H -2.87966 -0.17514 1.37816  0.25
2 C -0.63996 1.04055 -0.60951  -0.52
3 H 2.32822 -1.62557 0.64818  0.28
4 H -2.72709 -1.47039 0.18867  0.30
5 H 1.45513 1.86212 -0.96960  0.39
6 H -3.10185 0.16121 -0.34658  0.28
7 C 2.41771 -0.49289 0.23290  -0.80
8 N 0.03413 -0.66471 0.72368  -0.90
9 C -2.49178 -0.41934 0.36794  -1.01
10 H 2.95820 0.29770 0.95415  0.29
11 C -1.01008 -0.06411 0.20436  0.51
12 C 0.74817 1.12126 -0.49902  -0.22
13 N 1.09886 0.05592 0.23668  0.71
14 H -1.06309 0.86231 -1.58808  0.18
15 H 2.87308 -0.48890 -0.92193  0.24

Entry 5:
Molecular formula: C5H8N2
Method: DFT, the ωB97M-V functional and the def2-TZVPD basis

The orbital gap comes out at 10.80 eV. As for the multiplicity: 1. For the energy above the lowest of the compared OMol25 structures with the same formula, charge and spin, the calculation gives 163.5 kJ/mol. For the lowest unoccupied orbital energy, the calculation gives 0.92 eV. As for the net charge: 0. The SMILES is C[C@H]1CN1CC#N. For the HOMO energy, the calculation gives -9.9 eV. The calculation puts the molecular weight at 96.1 g/mol. The energy comes out at -8293.3018 eV.

Last column: Mulliken charge in e.
Element x y z (Å)
1 C -0.25756 1.53414 0.07300  -0.44
2 H 1.78251 0.37486 -1.20446  0.26
3 H 2.58107 0.45886 0.38756  0.34
4 C -0.71279 0.15802 -0.26225  0.24
5 C 1.83816 -1.44296 -0.14705  0.27
6 C -1.83397 -0.60184 0.40006  -1.27
7 N 0.49244 0.37239 0.51553  -0.34
8 H -1.48650 -1.61143 0.65043  0.25
9 H 0.13675 2.14152 -0.74217  0.26
10 H -0.73010 2.09510 0.87579  0.23
11 H -0.54696 -0.11096 -1.30873  0.35
12 H -2.15371 -0.11664 1.32663  0.31
13 H -2.69361 -0.68131 -0.27476  0.36
14 N 1.85293 -2.59899 -0.13414  -0.41
15 C 1.73135 0.02922 -0.15544  -0.40

Entry 6:
Molecular formula: C5H8N2
Method: DFT, the ωB97M-V functional and the def2-TZVPD basis

The orbital gap comes out at 9.14 eV. As for the multiplicity: 1. For the energy above the lowest of the compared OMol25 structures with the same formula, charge and spin, the calculation gives 355.5 kJ/mol. For the lowest unoccupied orbital energy, the calculation gives 1.15 eV. As for the net charge: 0. For the HOMO energy, the calculation gives -8.0 eV. The calculation puts the molecular weight at 96.1 g/mol. The energy comes out at -8291.3114 eV.

Last column: Mulliken charge in e.
Element x y z (Å)
1 H -1.62847 0.16564 1.27296  0.25
2 C -0.01068 -0.97247 0.53092  -0.54
3 C 0.14577 -1.07561 -2.25798  -1.01
4 N -0.61903 0.17912 1.13720  -0.07
5 H -0.60014 -0.32406 -2.51818  0.29
6 H -0.07200 3.17607 1.94066  0.24
7 C 0.15791 1.23975 1.38869  -0.55
8 H -0.29932 -2.05664 -2.43827  0.29
9 H -0.35907 -1.90697 0.98357  0.39
10 H -1.55744 2.37156 1.65851  0.17
11 N -0.54734 2.32676 1.70329  -0.19
12 H 2.45251 -0.51925 0.29617  0.36
13 C 1.41181 -0.71514 0.06550  -0.42
14 C 0.51921 -0.93908 -0.84604  0.50
15 H 1.00627 -0.94968 -2.91700  0.27

Entry 7:
Molecular formula: C5H8N2
Method: DFT, the ωB97M-V functional and the def2-TZVPD basis

The orbital gap comes out at 9.41 eV. As for the multiplicity: 1. For the energy above the lowest of the compared OMol25 structures with the same formula, charge and spin, the calculation gives 23.6 kJ/mol. For the lowest unoccupied orbital energy, the calculation gives 0.91 eV. As for the net charge: 0. The SMILES is Cc1cn(C)cn1. For the HOMO energy, the calculation gives -8.5 eV. The calculation puts the molecular weight at 96.1 g/mol. The energy comes out at -8294.7519 eV.

Last column: Mulliken charge in e.
Element x y z (Å)
1 H -1.42891 0.83223 -0.72023  0.34
2 C -0.71091 0.89774 2.33773  -1.05
3 H -1.30829 1.78055 2.09047  0.29
4 H 1.56689 -2.01055 -0.35746  0.39
5 C 0.89559 -1.21877 -0.04261  -0.11
6 H 0.59951 -1.24516 -2.86875  0.28
7 C -0.61429 0.35353 -0.20580  -0.34
8 N 0.65687 -0.85410 1.19140  -0.63
9 C -0.27972 0.15688 1.10759  0.40
10 C 0.49559 -0.29697 -2.33633  -0.81
11 H 1.42725 0.27755 -2.40683  0.30
12 N 0.15979 -0.51790 -0.94303  0.10
13 H -1.28932 0.26164 3.01393  0.25
14 H -0.29977 0.29115 -2.79909  0.30
15 H 0.17033 1.23765 2.89603  0.27

Entry 8:
Molecular formula: C5H8N2
Method: DFT, the ωB97M-V functional and the def2-TZVPD basis

The orbital gap comes out at 9.88 eV. As for the multiplicity: 1. For the energy above the lowest of the compared OMol25 structures with the same formula, charge and spin, the calculation gives 33.8 kJ/mol. For the lowest unoccupied orbital energy, the calculation gives 1.09 eV. As for the net charge: 0. The SMILES is C[C@H]1C=CC(N)=N1. For the HOMO energy, the calculation gives -8.8 eV. The calculation puts the molecular weight at 96.1 g/mol. The energy comes out at -8294.6464 eV.

Last column: Mulliken charge in e.
Element x y z (Å)
1 C -0.28954 1.20133 0.07535  0.44
2 N -0.57206 0.26387 0.90984  -0.72
3 H -1.81863 2.40470 0.57940  0.27
4 C 0.36007 -0.82124 0.63932  0.44
5 H 1.36943 1.62554 -1.44587  0.36
6 H 0.89010 -1.11779 1.55571  0.31
7 C 1.33122 -0.28312 -0.38454  -0.69
8 H -1.05229 -1.67291 -0.74282  0.31
9 N -1.10405 2.28868 -0.12468  -0.47
10 H 2.19806 -0.81578 -0.76410  0.40
11 H 0.12325 -2.87255 -0.14262  0.35
12 C -0.47813 -2.00023 0.13069  -1.23
13 C 0.92436 0.94238 -0.72965  -0.32
14 H -1.19026 -2.28404 0.91055  0.32
15 H -0.69151 3.14118 -0.46659  0.23